15
Properties=species:S:1:pos:R:3 method="wB97M-V/def2-TZVPD" e_lumo_ev=0.760 e_homo_ev=-9.69 relative_energy_kcal_mol=16.1 total_charge=0 smiles="O=C1NCCCN1"
H 0.3334 0.4974 -2.3656
C 1.1521 -0.1133 -0.4751
H 2.1287 0.2089 -0.8448
H 1.5303 0.0658 1.6499
H 0.9585 1.5499 0.8700
H -0.6589 -0.5814 2.1106
H -1.1308 -1.5787 0.1512
N 0.1132 0.3342 -1.3940
C -0.6302 0.0888 1.2471
H -1.1988 0.9824 1.5246
O -2.0586 -0.0325 -1.9844
C -1.1785 -0.0749 -1.1544
N -1.3659 -0.5909 0.1723
C 0.8345 0.4616 0.9013
H 1.1711 -1.2175 -0.4085

=====

11
Properties=species:S:1:pos:R:3 method="wB97M-V/def2-TZVPD" e_lumo_ev=-4.040 e_homo_ev=-15.12 relative_energy_kcal_mol=17.0 total_charge=+1
N -1.3631 -1.1990 -0.7729
H -1.1768 -1.0349 -1.7579
H -0.5487 -1.2610 -0.1402
H -2.0191 -1.9704 -0.6112
O 0.7997 -0.0585 0.3914
H -1.8186 -0.3304 -0.4644
C 1.0761 1.3117 0.7363
H 0.8979 1.4609 1.7876
H 2.1290 1.5388 0.6073
H 1.6160 -0.4185 0.0317
H 0.4076 1.9614 0.1922

=====

119
Properties=species:S:1:pos:R:3 method="wB97M-V/def2-TZVPD" e_lumo_ev=-3.740 e_homo_ev=-5.91 total_charge=0
C -3.9855 -5.5480 5.2908
H -0.9644 1.7436 -1.7921
O -2.1292 3.4363 4.9713
H 3.5030 1.9524 1.9923
C 5.1182 4.6642 -4.0649
H -2.2398 1.5248 -2.9509
H -7.9367 -5.6709 4.3351
C 4.1241 0.3086 -5.4598
O 4.5738 3.6243 -4.9063
H -8.3169 -4.7565 2.8602
H 2.7729 -5.3793 -0.3872
O 1.2346 0.5227 -1.5150
H 3.4382 6.0069 -1.4235
C -4.9616 -6.4189 4.6378
C -8.4045 -4.7779 3.9394
O 4.0784 6.3971 -2.0328
C 2.9299 0.1524 0.9366
Cl -7.5781 -3.3620 4.6019
H -0.9560 -3.0976 -2.9453
F 2.1384 0.9135 3.0692
H -4.7463 3.3704 0.6912
H 6.8308 5.3248 -5.1966
H 0.1262 4.2735 4.2866
C -2.9140 1.0757 -0.9983
Al -3.8219 1.8431 3.2564
H 5.8422 6.6553 -4.5833
H 2.3370 -0.6976 1.2632
C 2.8031 -4.6050 0.3704
H -2.7559 -3.8489 4.8342
H -2.0804 -1.0473 -2.3554
Cl -10.1241 -4.7976 4.3633
H -2.3266 6.0221 6.6269
H -4.8673 -0.8717 1.0083
C -2.7241 -5.1208 3.1060
H -3.0224 3.2055 -0.9872
C 2.6177 1.3409 1.8465
H -0.9063 0.8725 2.8746
C -3.4919 -0.0701 -0.4251
H 4.2942 5.1420 -3.5209
H -3.1754 -6.1630 5.6860
C 4.6361 4.0366 -6.2757
H 4.3944 -0.8193 -5.6417
C -0.4459 -1.0878 0.1863
C 0.0210 -2.9096 -3.3785
H 3.9738 -0.1146 1.0916
H -4.4745 -5.0522 6.1297
O -5.3510 0.9693 4.3737
C -1.2694 -0.3402 -2.4825
H 0.5515 -4.2081 -1.2091
H 0.5116 4.6573 5.9729
H -3.1358 -1.0506 -0.7012
H 5.7982 4.2223 -3.3369
H 3.7307 0.2331 -4.4245
H 3.0118 -2.6000 -0.3007
H -1.8786 -5.7379 3.4199
H 5.4835 5.8484 -7.1656
O 3.3704 0.8381 -6.3314
Si 0.3019 -0.8580 -1.4800
C -4.9359 1.2674 1.0016
C -0.9468 0.0240 2.2091
H 1.5450 -2.9343 0.6567
H 0.4484 -3.8295 -3.7670
N -1.7342 -2.2264 1.8684
C 5.8064 5.6488 -4.9940
C -1.1346 -2.1834 0.6828
H 5.4252 3.4589 -6.7713
C 4.7833 -3.5737 -5.0878
C -0.2071 4.8163 5.1681
C -0.3598 0.0328 0.9830
N -4.6200 0.0207 4.7247
C 2.0179 3.3048 -1.1413
C -4.4007 2.3909 0.3983
C -3.4446 -4.5085 4.3048
H -0.2576 5.8797 4.9305
C 1.4071 -3.5708 -1.4371
H -1.5560 4.7995 7.6683
H 3.7397 2.5218 -2.0254
H 1.1746 2.9932 -1.7476
H 1.8698 2.0034 1.4086
O 4.8134 -3.5335 -3.8736
Br 4.2846 -0.4332 -2.1035
H 0.1555 0.9192 0.6426
H -4.2707 -3.8886 3.9524
H -1.0161 -0.2962 -3.5370
O 4.6784 -4.8112 -5.7201
C -1.5637 4.3175 5.5856
C -1.6106 -1.1181 2.5896
C 3.2435 2.4304 -1.0581
H -3.1623 4.4991 6.9828
H 2.0605 -4.2019 -2.0371
C 4.9665 5.5240 -6.2633
H -1.2430 -3.0578 0.0498
H 3.8288 -4.4549 0.6820
H 3.8935 2.7675 -0.2590
N -5.7236 -7.0997 4.1267
C -2.1920 4.9528 6.7957
H -2.0972 -1.0601 3.5335
O 4.8261 -2.6127 -5.9371
H 5.1363 0.7561 -5.3180
O -3.3509 0.1765 4.6545
H 2.2259 -4.9658 1.2179
O -5.0646 -1.0522 5.0906
C 1.0405 -2.3689 -2.3330
H 2.7926 4.6236 -0.0671
H -3.3913 -5.7423 2.5038
K -4.8983 0.0064 -2.5370
H -2.3503 -4.3253 2.4649
N 1.9332 4.4291 -0.5814
C -1.7849 1.0846 -2.0585
H -5.6942 1.3196 1.7678
H 1.9230 -2.1410 -2.9239
C 2.1772 -3.2801 -0.1567
H 3.6877 3.8152 -6.7655
H 4.6757 -4.5201 -6.6446
H -0.0173 -2.2237 -4.2197
H 4.0516 6.1120 -6.1637
C -3.4260 2.3020 -0.5573
C -4.4834 0.0314 0.5609
Si 2.7629 0.6184 -0.8694

=====

95
Properties=species:S:1:pos:R:3 method="wB97M-V/def2-TZVPD" e_lumo_ev=-2.754 e_homo_ev=-10.96 relative_energy_kcal_mol=12.3 total_charge=+1
H -2.2647 -1.2831 3.1970
H 4.9183 1.9807 -1.3233
H -8.8344 0.7234 -5.7490
H -0.1413 -3.2176 6.1596
C -0.1169 -3.7569 5.2451
H 1.2562 3.7844 4.0814
H -1.2386 4.7458 -2.7186
H 1.4748 -4.1113 2.5701
C 4.3044 1.2434 -0.7939
H -6.5366 -3.0671 -1.9759
H -1.3843 2.4096 -1.4169
C 7.2833 5.3177 -3.0240
C 5.0990 -0.0080 -0.5979
H 6.8625 -0.8445 0.2758
C 1.5482 4.1223 3.0845
H -2.1837 -4.8068 0.0087
I -2.7050 0.8697 1.0880
C -7.2994 -0.7534 -5.5157
O -0.0951 -5.1267 5.5834
H -5.5226 -0.7607 -2.8032
C -7.7580 0.6314 -5.8989
H -7.4908 -2.8423 -5.9047
C -5.1848 -0.5936 -1.7771
H -0.0527 4.0475 -3.8434
H 7.3059 3.1406 -4.8491
C -1.5068 -4.0547 0.3063
C 2.9759 3.7159 2.7677
H 0.1159 -2.4456 1.3704
H 2.0524 -1.8673 1.7000
H 2.8457 -1.9009 3.2383
C -0.1620 -2.7205 2.3606
H -1.0119 -3.4972 4.7155
H -5.8788 -3.7401 -0.4716
H 8.4205 2.7615 -3.5193
H -5.9379 -0.0111 -1.2421
C 0.9506 -1.0026 3.2140
C -1.4160 -0.7082 3.4579
H 1.7855 -4.2317 4.6916
H 3.4201 1.0230 -1.3892
H -1.5993 -3.1652 -0.2521
P -1.6784 -3.7273 2.0728
C -1.4547 -5.3801 2.8040
H 6.8685 1.9138 -3.6484
H -4.2505 -0.0359 -1.7974
O 4.7526 -1.0806 -1.0477
H -1.4064 -0.6315 4.5118
H 7.0497 0.8254 -0.2888
C -1.5285 0.6577 2.8560
C 6.3744 0.1244 0.2016
O -2.6682 2.4595 -4.2106
H -1.7154 -6.0865 2.0621
C -7.9037 -1.9087 -6.2750
H -7.6771 -1.8167 -7.3375
H 4.0279 5.3441 3.6738
C -1.2521 1.9198 -2.3824
H -7.2489 1.3656 -5.2818
H 1.4755 5.2082 3.0376
H 6.1494 0.4920 1.2050
N 1.3302 0.1196 3.7625
H -0.9811 -5.4628 5.5256
H 0.8679 3.6920 2.3543
C 1.9141 -1.9656 2.7505
O 3.2755 3.0133 1.8177
C -1.1168 4.1673 -3.6355
H -2.1052 -5.4975 3.6170
C -4.9664 -1.9133 -1.0921
C -6.1638 -2.8234 -0.9806
H 5.0147 3.9073 3.3562
H -0.5254 -4.4363 0.1426
H 3.8643 3.9073 4.7054
C 6.7127 3.9241 -2.9432
O -6.4844 -0.9284 -4.6408
H -0.4655 -5.5871 3.1059
O 5.7716 3.6664 -2.2291
H -8.9858 -1.9195 -6.1405
H -1.5799 4.7044 -4.4571
C 4.0401 4.2542 3.6864
H 6.7236 5.9770 -2.3678
H 0.6171 0.5565 4.3239
C 7.3709 2.8659 -3.7962
H 1.5909 -2.5863 4.9966
H -1.8056 0.9840 -2.3859
H 8.3292 5.3119 -2.7156
H 3.9880 1.6725 0.1742
H -7.5254 0.8254 -6.9462
H -0.1939 1.7053 -2.5390
C -1.7734 2.8137 -3.4878
H 1.7205 0.7746 3.0920
C 1.1433 -3.4172 4.5129
C 1.0876 -3.2290 2.9758
H 7.2150 5.6910 -4.0462
N -0.2363 -1.4066 3.0469
O -3.8844 -2.2375 -0.6534
H -6.9548 -2.3323 -0.4128
O -1.0408 1.5660 3.3188

=====

19
Properties=species:S:1:pos:R:3 method="wB97M-V/def2-TZVPD" e_lumo_ev=0.831 e_homo_ev=-9.04 relative_energy_kcal_mol=67.6 total_charge=0 smiles="CC(C)=N[C@@]1(C)CO1"
H 1.4499 -1.7916 0.7387
H 2.9293 0.8190 -0.1852
C -1.9316 0.7551 -1.2504
C -1.3395 0.2895 0.0488
H -2.9338 0.2260 -1.3728
O -2.2703 0.2268 1.0818
C 2.3447 1.0161 0.6382
C 1.3656 -1.0382 -0.1722
H -2.0140 1.8777 -1.2601
H 2.2483 2.0428 1.0792
H 2.7213 0.3982 1.4824
H -1.0232 -1.4673 1.2663
H -1.3216 0.6172 -2.1757
C 1.0632 0.3653 0.3184
H 2.4221 -0.9816 -0.5472
H -2.3777 -1.7728 0.0455
H 0.6096 -1.4801 -0.7764
N -0.1115 0.9040 0.4199
C -1.8308 -1.0062 0.6207

=====

12
Properties=species:S:1:pos:R:3 method="wB97M-V/def2-TZVPD" e_lumo_ev="-6.198 / -6.198" e_homo_ev="-14.43 / -14.43" relative_energy_kcal_mol=35.7 total_charge=+1
C -0.7926 0.9738 0.1781
H -1.5238 1.6161 -0.4880
H 1.1499 -1.7096 1.3249
H -2.1612 -0.4469 -0.6986
N -0.3297 -1.3845 -0.1165
H 0.6843 2.2040 -0.8176
C 0.5663 1.2923 -0.1882
H -0.8341 1.0014 1.2296
C 1.0257 -1.3513 0.2889
S 1.8813 0.3289 0.0878
C -1.1469 -0.4976 -0.2695
H 1.4807 -2.0266 -0.5308

=====

25
Properties=species:S:1:pos:R:3 method="wB97M-V/def2-TZVPD" e_lumo_ev=-1.757 e_homo_ev=-8.27 relative_energy_kcal_mol=34.6 total_charge=0 smiles="CC(=O)C(=[Se])C(C)=O.C1=CCC=C1"
C 1.0787 0.3408 -0.4461
H -1.9080 -2.1005 1.0299
H -1.4625 0.1564 2.2564
O 2.2845 -1.1615 0.9517
C 2.9782 -0.2791 -1.9422
H 3.2280 -0.7226 -2.8072
C -2.6994 -0.9979 -0.6459
H 0.7403 1.4336 2.1343
C -2.0700 0.1296 1.3430
C -1.8504 -1.0983 0.5104
H 2.5091 1.5212 1.7373
H 1.8325 0.2254 2.8322
H 3.4104 -0.6910 -1.1032
Se -0.1249 1.6568 -0.4689
C 1.5163 -0.2958 -1.7732
C 1.6865 0.8764 1.9727
O 0.7099 -0.6257 -2.5768
H -0.7321 -1.2171 0.3033
C 1.7409 -0.0759 0.7867
H -3.4029 1.9008 0.7244
C -2.9055 0.9194 0.5678
H -2.7110 -1.5946 -1.4508
C -3.2744 0.2227 -0.6428
H -3.8780 0.6329 -1.3983
H 3.3041 0.8437 -1.8948

=====

15
Properties=species:S:1:pos:R:3 method="wB97M-V/def2-TZVPD" e_lumo_ev=0.531 e_homo_ev=-10.21 relative_energy_kcal_mol=59.9 total_charge=0 smiles="NC(=O)c1noc(CO)n1"
C -1.0935 0.1468 0.0730
H -2.4870 2.8958 -0.7021
C 2.0738 -1.3726 0.6651
H 2.7488 -1.2430 -1.1547
H 2.4724 -1.1276 1.6600
H -0.9323 2.3946 -1.5263
O -0.1316 -0.9512 1.5822
N 0.1635 -0.1064 -0.4082
O 2.9517 -0.8685 -0.2917
N -1.7354 2.2089 -0.9378
C -2.1120 0.9490 -0.6861
O -3.2961 0.6232 -0.7295
H 1.9736 -2.4705 0.6184
N -1.2969 -0.2969 1.2800
C 0.7010 -0.7817 0.5577

=====

39
Properties=species:S:1:pos:R:3 method="wB97M-V/def2-TZVPD" e_lumo_ev=-1.053 e_homo_ev=-9.40 relative_energy_kcal_mol=101.5 total_charge=0
H -29.8890 8.8900 -11.2010
H -31.3360 3.4030 -7.0860
O -31.9950 2.3310 -10.8670
H -32.9980 4.8730 -8.6300
O -30.3700 9.6640 -11.4600
O -31.5520 4.6450 -12.2830
H -29.5600 7.0730 -9.9830
H -28.3340 7.1840 -10.8460
H -32.5390 2.1490 -10.0830
H -31.4090 1.5860 -10.9010
H -29.8030 10.1090 -12.0780
H -30.0890 8.1310 -14.0950
O -28.8070 7.6460 -10.1640
O -30.1310 6.0500 -7.2770
H -29.1970 4.5900 -10.1550
H -33.9330 6.1510 -9.4030
O -30.6320 6.0000 -9.9910
H -31.5550 7.1310 -8.7030
H -30.8920 8.4150 -12.8740
H -31.5440 8.7820 -8.4080
H -31.8430 10.1410 -8.7670
C -31.9020 6.6240 -9.6490
H -30.7660 4.2950 -8.9900
H -33.1640 4.9130 -10.5460
H -31.7400 3.8210 -11.8470
O -31.8300 9.6100 -8.0060
H -30.6620 5.8800 -8.0610
H -29.4050 6.5920 -7.5470
H -30.8950 4.5660 -12.9590
H -31.2550 5.2730 -11.6170
O -30.7320 7.7260 -13.5090
O -30.6620 3.3980 -8.7060
H -32.2560 4.0940 -6.1210
H -31.0350 2.8330 -9.3610
O -28.3510 4.1550 -10.1750
H -28.4220 3.5030 -10.8680
O -31.6850 3.3310 -6.2130
H -32.0390 7.3690 -10.5100
C -33.0260 5.6000 -9.5850

=====

7
Properties=species:S:1:pos:R:3 method="wB97M-V/def2-TZVPD" e_lumo_ev=0.609 e_homo_ev=-8.91 relative_energy_kcal_mol=38.9 total_charge=0 smiles="C#[N+][S-].O=C=O"
H -3.0142 0.0316 -0.0193
C 1.8995 0.9330 -0.0077
O 2.9032 0.3856 -0.0407
N -1.0043 -0.8838 0.0112
S 0.3923 -1.5256 -0.0110
O 0.9170 1.5214 0.0229
C -2.0934 -0.4622 0.0446

=====

77
Properties=species:S:1:pos:R:3 method="wB97M-V/def2-TZVPD" e_lumo_ev=-10.752 e_homo_ev=-15.18 relative_energy_kcal_mol=14.0 total_charge=+3
C 2.8369 5.3468 -1.6237
H 4.6818 -5.7067 -1.8461
C 1.2290 -1.8139 -3.5346
C 2.7428 -2.5820 0.4659
H 0.6621 4.5188 3.1949
H -4.4811 0.2006 0.7718
H -4.5079 -1.6778 -2.5006
C 0.7144 2.9565 4.6822
C 1.1272 -0.8891 -2.4900
C -6.6016 0.2901 1.0404
C -1.7016 -0.7434 2.0079
Cl 0.0945 4.8099 -1.9631
H 4.6863 -5.0533 1.7386
C 3.7518 -3.4879 2.8554
C 0.2107 -0.2642 -5.0614
H 1.2847 -0.5083 -0.3462
H 1.6400 -2.8002 -3.3580
C 2.9401 -2.3541 2.8358
C 1.5660 -1.1792 -1.1462
N 2.2834 -2.1962 -0.8181
N -0.9348 0.8915 0.4088
C 0.4824 1.6024 4.9504
C 0.0903 0.6752 -4.0496
C 1.7335 4.5565 -1.3900
H -3.5012 -1.4764 -1.0669
C 4.0593 -4.1752 1.6947
H 2.6095 -2.8414 -1.5398
C -5.5295 -0.6734 -0.8926
C -2.4371 1.0120 -1.2694
Mo -0.1076 2.4986 -0.5525
C 3.5552 -3.7254 0.4788
O 0.4199 1.3313 -1.8265
H 4.1736 -6.2767 -0.2382
C -0.2518 1.2622 2.6697
C -6.7772 -0.9656 -1.4295
C -0.9247 0.4826 1.6686
H -0.1430 -0.0260 -6.0555
Cl 5.4454 5.8286 -1.2631
C 4.0838 3.7438 -0.2444
H -6.5350 0.7765 2.0045
H -0.3445 1.6489 -4.2349
H -1.3811 -1.5780 1.3816
C 2.4302 -1.9020 1.6372
C 2.9230 2.9985 -0.0517
H -6.8511 -1.4587 -2.3917
H 1.0785 3.6043 5.4688
O -0.1396 3.1159 1.1882
H -8.7469 0.2443 1.0417
O 3.7704 -4.2892 -0.7216
C 0.5449 0.3588 -2.7820
H 5.6117 -5.2183 -0.4110
Cl 5.5431 3.2280 0.4629
Cl 2.8782 1.5336 0.8687
C 4.0369 4.9162 -1.0273
H -0.2071 -0.2607 4.2083
S -3.5650 0.4805 -2.4579
H 2.7134 -1.8363 3.7570
C -5.4509 -0.0412 0.3459
C -4.2911 -1.0203 -1.6594
C 1.7549 3.4240 -0.6377
H -1.6216 -1.0042 3.0553
Cl 2.7197 6.7453 -2.5756
H -8.8994 -0.8745 -1.1557
H 0.6735 1.2114 5.9400
C -7.8465 -0.0098 0.4995
C 0.0415 2.6228 2.4272
C 0.7800 -1.5062 -4.8047
C -7.9326 -0.6374 -0.7333
S -2.2449 2.7952 -1.3304
C -0.0120 0.7752 3.9707
N -1.7958 0.2285 -0.4639
H 0.8657 -2.2369 -5.5970
H -2.7553 -0.5766 1.7761
H 1.7913 -1.0261 1.6187
C 4.6202 -5.4539 -0.7940
C 0.4883 3.4762 3.4234
H 4.1495 -3.8446 3.7960

=====

52
Properties=species:S:1:pos:R:3 method="wB97M-V/def2-TZVPD" e_lumo_ev="-5.065 / -4.026" e_homo_ev="-10.35 / -11.25" total_charge=+1
H 1.6888 -1.4170 -0.8687
C 2.9104 1.7016 1.0572
C 1.5719 3.4682 0.1094
C 2.4378 -1.6225 -1.6235
H 3.7698 2.3662 1.2008
H 4.4889 -0.1389 -5.4297
C 1.2180 0.2680 -4.6085
H 2.4105 0.9438 -6.2440
C 1.6056 -3.8062 -1.9260
C 0.4427 3.5027 1.1192
C -3.7504 0.5269 -4.3284
C 3.5756 -0.2196 -4.8569
C -1.5577 2.5013 2.0797
C 0.2826 4.5887 1.9747
H -0.0830 -1.5729 -2.3119
O 2.6026 -4.3494 -2.1734
H -2.2674 1.6850 2.1263
H 1.0016 5.3994 1.9460
H -3.9673 -1.5419 -4.8793
C -0.7843 4.6379 2.8614
H 0.3135 0.7088 -5.0048
C -1.6990 1.0813 -3.2461
C -1.2617 -0.2422 -3.2908
H -2.5317 3.6432 3.6137
H -0.8915 5.4887 3.5207
C 1.1756 -0.4602 -3.4285
H 1.2044 3.8316 -0.8548
Cl -0.6575 2.3150 -2.5814
H -4.7143 0.8200 -4.7201
H 3.4167 -1.8827 -1.2411
H 3.2801 0.6873 0.9048
Cl -1.5952 -2.8069 -4.0716
C -1.7061 3.6023 2.9157
H 4.4562 -1.3791 -3.2936
C 2.4038 0.3896 -5.3152
C 2.3737 -1.0213 -2.8941
N 2.1142 2.1178 -0.1040
H -3.2177 2.5148 -3.6926
H 3.7586 2.8091 -1.2566
C -0.4967 2.4884 1.1953
C 2.9390 2.0840 -1.3185
Tl 0.0207 0.6439 -0.0583
H 2.3276 2.3097 -2.1931
H 2.3717 4.1507 0.4234
N -0.0248 -0.6388 -2.7088
C 3.5557 -0.9134 -3.6748
H 2.3003 1.7290 1.9602
O 0.4819 -3.5636 -1.7102
C -3.3414 -0.7924 -4.4162
C -2.1055 -1.1653 -3.9145
H 3.3614 1.0887 -1.4422
C -2.9237 1.4767 -3.7520

=====

Number 1: calculated total energy -9305.6932 eV. Number 2: calculated total energy -4697.3089 eV. Number 3: calculated total energy -203262.0045 eV. Number 4: calculated total energy -66669.7795 eV. Number 5: calculated total energy -9935.5225 eV. Number 6: calculated total energy -16561.0226 eV. Number 7: calculated total energy -80001.9863 eV. Number 8: calculated total energy -14840.1941 eV. Number 9: calculated total energy -25015.2732 eV. Number 10: calculated total energy -18509.1321 eV. Number 11: calculated total energy -134494.5147 eV. Number 12: calculated total energy -61014.1373 eV.